Entry 1:
Computed, not measured: 10 unconnected molecules or ions with the total composition C26H66N8O18P2 in a non-equilibrium geometry, with ωB97M-V/def2-TZVPD.

Geometry as ORCA input:
```
! RIJCOSX wB97M-V def2-TZVPD def2/J DEFGRID3
* xyz 0 1
C 7.45201 15.50004 6.68042
O 8.18015 14.22568 6.42458
P 8.97824 13.51138 7.58049
O 9.36077 12.14054 7.21688
O 10.17945 14.52978 7.74598
C 11.28846 13.98242 8.52725
O 8.19223 13.78106 8.93985
C 7.33123 12.63141 9.34233
H 6.71250 15.44333 7.43738
H 7.08590 15.75063 5.69354
H 8.15083 16.31457 6.83793
H 12.13817 14.18476 7.91699
H 11.18218 12.90338 8.53095
H 11.30541 14.42728 9.51670
H 7.93751 11.79957 9.61103
H 6.66788 12.37931 8.48203
H 6.67124 12.95013 10.15501
C 17.76482 9.41954 11.59006
O 17.89861 10.88202 11.40773
P 16.54334 11.73633 11.54472
O 16.87936 13.19189 11.59210
O 15.82267 11.09741 12.78285
C 15.34982 11.81335 13.89562
O 15.58718 11.19348 10.40331
C 15.67296 11.55321 9.02311
H 18.52148 8.91624 11.02350
H 16.76595 9.18554 11.26553
H 17.87459 9.17745 12.70445
H 15.13894 12.88563 13.59448
H 16.13748 11.78303 14.64784
H 14.42816 11.44261 14.24284
H 15.12035 10.76903 8.42625
H 16.73347 11.68882 8.72522
H 15.09862 12.48731 8.83925
C 12.84130 10.22201 5.38218
N 13.75352 11.31494 5.13496
O 14.23485 11.85123 6.13860
O 14.02194 11.68794 4.01274
H 11.87467 10.74135 5.57148
H 13.20036 9.55072 6.16635
H 12.71834 9.66441 4.45836
C 13.00091 16.31746 5.07483
N 12.42117 16.66528 6.48123
O 11.28800 16.98836 6.54040
O 13.14032 16.60095 7.46041
H 13.49548 17.18744 4.66253
H 12.15608 15.97575 4.41049
H 13.72061 15.53873 5.26053
C 19.86585 16.75529 8.30600
N 19.84615 16.13987 9.62649
C 18.78021 16.27481 10.51185
C 18.91016 15.65568 11.84986
O 17.70472 16.75292 10.12350
H 20.51414 16.18240 7.60881
H 20.12132 17.81640 8.31753
H 18.80339 16.76262 8.04865
H 20.68517 15.72811 10.10104
H 18.36117 14.76122 11.84806
H 18.36633 16.27995 12.55259
H 19.96241 15.34859 12.16836
C 16.34754 14.72079 7.04158
N 16.43869 16.04795 7.60631
C 16.26104 17.08834 6.77180
C 16.38277 18.44586 7.38831
O 15.93330 16.90834 5.57815
H 15.42978 14.21264 7.39893
H 17.27355 14.10035 7.20915
H 16.25233 14.96967 5.92870
H 16.80132 16.20770 8.53298
H 17.19154 19.03998 6.94780
H 16.47960 18.51953 8.40260
H 15.55102 18.99872 6.94957
C 10.64506 16.96439 10.74895
N 10.62272 17.59624 9.42930
C 10.09353 18.85820 9.37565
C 10.14506 19.56294 8.05032
O 9.73357 19.34288 10.44360
H 11.28354 16.10383 10.76834
H 9.64481 16.64181 11.00520
H 11.03844 17.65186 11.50840
H 11.08806 17.08440 8.70054
H 10.37265 20.61867 8.18895
H 9.27089 19.42609 7.41548
H 10.94445 19.15237 7.39578
C 15.24159 16.98832 13.37222
N 15.04871 16.52017 12.00959
C 14.24903 15.47437 11.71105
C 14.08874 15.29653 10.19012
O 13.71988 14.75998 12.55010
H 14.46930 17.80136 13.56106
H 16.21645 17.50611 13.41829
H 15.16275 16.24655 14.13802
H 15.55038 17.03582 11.28094
H 13.98397 14.26448 9.99896
H 15.07330 15.51161 9.79549
H 13.29598 15.77223 9.69379
C 15.45357 22.01075 10.09231
N 14.35921 21.08313 9.98341
C 14.54889 19.75974 10.29370
C 13.35609 18.86179 9.93226
O 15.62158 19.40091 10.78268
H 16.37359 21.44409 10.35789
H 15.24352 22.71107 10.93396
H 15.54911 22.55954 9.12763
H 13.44976 21.42181 9.71132
H 12.73196 18.74451 10.80869
H 13.81472 17.92236 9.67186
H 12.85775 19.24695 9.00148
C 9.97550 13.90292 12.71256
N 11.09844 13.30785 11.99318
C 11.02270 12.29095 11.08588
C 12.33180 11.66593 10.86203
O 10.01969 11.79063 10.62703
H 9.16614 13.20111 12.86579
H 9.66301 14.80729 12.13448
H 10.35072 14.26511 13.69009
H 12.03737 13.70900 12.23530
H 13.18472 12.29068 11.19300
H 12.57551 11.26800 9.91135
H 12.48243 10.76405 11.50663
*
```

- Frontier orbital gap: 9.14 eV
- E_LUMO: 0.0577 eV
- SMILES string: COP(=O)(OC)OC.COP(=O)(OC)OC.C[N+](=O)[O-].C[N+](=O)[O-].CNC(C)=O.CNC(C)=O.CNC(C)=O.CNC(C)=O.CNC(C)=O.CNC(C)=O


Entry 2:
Computed, not measured: C6H15OP in the gas phase in a non-equilibrium geometry, with ωB97M-V/def2-TZVPD.

Geometry as ORCA input:
```
! RIJCOSX wB97M-V def2-TZVPD def2/J DEFGRID3
* xyz 0 1
C -2.46445 -1.49874 -0.07774
P -1.75101 0.00919 -0.30919
C -2.59996 1.47238 0.32723
O 0.06918 0.85728 0.24000
C 1.20783 0.04062 0.05845
C 2.25806 1.11248 0.40420
C 1.30047 -1.20250 0.97097
C 1.21007 -0.45040 -1.40900
H -2.13658 -2.11884 -0.78167
H -2.48810 -1.86387 0.99303
H -1.76974 0.32749 -1.66062
H -2.09271 2.45515 -0.13336
H -3.78653 1.39971 -0.02581
H -2.67248 1.40832 1.39797
H 3.30308 0.65765 0.19125
H 2.22999 2.03392 -0.36129
H 2.21881 1.58102 1.32678
H 1.89990 -1.89798 0.54068
H 0.42032 -1.71540 1.25827
H 1.73788 -0.91461 1.90882
H 0.49148 -1.20174 -1.45738
H 1.17758 0.48657 -1.91893
H 2.23690 -0.97770 -1.48263
*
```

- Energy relative to the best compared isomer or geometry (same formula, charge and spin): 86.36 kcal/mol
- Frontier orbital gap: 9.08 eV
- E_LUMO: 0.7715 eV
- SMILES string: C=[P@@H](C)OC(C)(C)C


Entry 3:
Computed, not measured: 9 unconnected molecules or ions with the total composition C18H42O21S3 in a non-equilibrium geometry, with ωB97M-V/def2-TZVPD.

Geometry as ORCA input:
```
! RIJCOSX wB97M-V def2-TZVPD def2/J DEFGRID3
* xyz 0 1
C -1.45734 2.12330 1.69301
C -1.95003 0.65404 1.98027
O -0.93362 -0.35526 1.98020
S -0.09310 -0.80047 0.56714
C 1.47058 0.12786 0.90498
O 0.18453 -2.20742 0.74855
O -0.69989 -0.23477 -0.59668
H -2.27808 2.79983 1.93135
H -1.18816 2.20776 0.64015
H -0.56716 2.29339 2.29861
H -2.43504 0.70918 2.95486
H -2.83731 0.36789 1.41551
H 1.50486 0.20343 1.99181
H 1.26292 1.03928 0.34436
H 2.25874 -0.42688 0.39590
C 1.16940 -4.16050 6.07017
C 2.18129 -3.07466 6.12699
O 3.35166 -3.72826 5.54805
S 4.83159 -2.99420 5.81991
C 5.29716 -3.64932 7.32913
O 5.68510 -3.45647 4.72820
O 4.68195 -1.52849 5.99518
H 0.38113 -3.86380 6.76206
H 1.55981 -5.13137 6.37529
H 0.74032 -4.30410 5.07852
H 1.85304 -2.26130 5.47984
H 2.36572 -2.71705 7.14001
H 6.38424 -3.72781 7.31533
H 5.01258 -4.70125 7.30574
H 4.79233 -3.10835 8.12951
C -0.15730 2.30310 -9.06735
C -0.17739 1.87689 -7.60179
O 1.08912 1.44023 -7.35206
S 1.34431 0.94485 -5.75864
C 2.78706 -0.06422 -5.91828
O 1.64074 2.15811 -4.93870
O 0.22092 0.08077 -5.46993
H 0.58861 1.74684 -9.63505
H -0.04265 3.37574 -9.22355
H -1.11404 2.09910 -9.54810
H -0.60659 2.70498 -7.03773
H -0.95422 1.11928 -7.49856
H 2.53498 -0.87866 -6.59743
H 3.00402 -0.39117 -4.90136
H 3.60512 0.48452 -6.38494
O -7.39961 -1.68455 -3.62945
C -6.52690 -2.16765 -2.97164
O -6.50732 -3.44572 -2.64753
C -5.45742 -3.87866 -1.95497
C -4.48889 -2.65511 -2.06529
O -5.39786 -1.65030 -2.66313
H -5.65221 -4.11081 -0.90795
H -5.10144 -4.79974 -2.41647
H -3.58733 -2.81782 -2.65590
H -4.16144 -2.24644 -1.10932
O -0.35911 -5.69992 -2.74035
C 0.58660 -5.75928 -3.51490
O 1.36685 -4.71111 -3.86435
C 2.31472 -5.15721 -4.71105
C 1.89929 -6.50412 -5.16710
O 1.08417 -6.91613 -4.07254
H 2.21460 -4.56092 -5.61797
H 3.35017 -5.13932 -4.37101
H 2.82108 -7.08177 -5.23577
H 1.42753 -6.61320 -6.14365
O -5.16691 10.08791 3.78035
C -4.32075 9.53933 2.98868
O -3.60932 8.54859 3.29410
C -2.76768 8.28921 2.22725
C -2.98657 9.30103 1.06967
O -3.98252 10.04128 1.69560
H -1.77524 8.41459 2.66020
H -2.83241 7.23750 1.94831
H -3.20669 8.86850 0.09367
H -2.13829 9.97265 0.93766
O 5.24861 2.61676 1.67345
H 5.35867 2.79855 0.74014
H 4.48457 3.13313 1.93006
O 1.65427 2.50133 5.58618
H 2.18461 1.99751 6.20354
H 1.91860 3.41020 5.72874
O -2.42988 2.25026 6.23641
H -1.56929 2.13388 5.83381
H -2.78137 1.36315 6.31208
*
```

- Frontier orbital gap: 10.63 eV
- E_LUMO: 0.0262 eV
- SMILES string: CCOS(C)(=O)=O.CCOS(C)(=O)=O.CCOS(C)(=O)=O.O=C1OCCO1.O=C1OCCO1.O=C1OCCO1.O.O.O


Entry 4:
Computed, not measured: a molecular structure, C23H58B3BrO14S in a non-equilibrium geometry, with ωB97M-V/def2-TZVPD.

Geometry as ORCA input:
```
! RIJCOSX wB97M-V def2-TZVPD def2/J DEFGRID3
* xyz 0 1
C 13.61894 -2.33104 -4.96980
C 13.20097 -1.03371 -5.75284
O 12.70955 -1.47034 -7.00935
C 11.66234 -0.63428 -7.48355
B 10.22270 -0.99763 -6.85284
O 9.83046 -2.34167 -6.65910
B 8.79221 -2.48966 -5.71717
S 8.52437 -4.14288 -4.87989
O 7.89746 -1.45252 -5.34112
B 8.67263 -0.27073 -5.34975
Br 8.90663 0.88535 -3.75841
O 9.34259 0.08328 -6.53721
H 13.63490 -2.18018 -3.87824
H 14.62298 -2.60943 -5.34008
H 12.91438 -3.14456 -5.22912
H 12.46919 -0.43353 -5.17250
H 14.12123 -0.41483 -5.84795
H 11.88863 0.45136 -7.41995
H 11.56438 -0.85184 -8.57532
H 8.52840 -5.02284 -5.93362
C 7.01747 -2.01395 -2.17648
O 7.86313 -1.51572 -1.15128
C 7.22402 -0.52352 -0.35984
C 6.78540 -1.08292 0.98030
O 5.72810 -2.02299 0.82629
C 6.17237 -3.36416 0.95143
H 7.50011 -2.88138 -2.62353
H 6.04497 -2.32047 -1.78187
H 6.87891 -1.25237 -2.94919
H 6.37651 -0.08352 -0.89395
H 7.96051 0.26801 -0.18586
H 6.39584 -0.26378 1.59319
H 7.63039 -1.52950 1.51199
H 6.42796 -3.58052 1.99385
H 7.03573 -3.56249 0.31191
H 5.35544 -4.01867 0.64841
C 2.66729 -0.20129 0.77748
O 3.11188 1.14839 0.80368
C 3.57251 1.59377 -0.46479
C 2.54703 2.48205 -1.14397
O 1.39388 1.74227 -1.52331
C 0.29940 1.95554 -0.64589
H 2.17153 -0.41334 1.72459
H 1.95643 -0.37424 -0.03490
H 3.52267 -0.87429 0.66984
H 3.83702 0.74653 -1.10488
H 4.48125 2.17895 -0.28606
H 2.98292 2.88582 -2.06342
H 2.27674 3.32430 -0.50018
H -0.10241 2.96445 -0.78672
H 0.58702 1.81639 0.39860
H -0.47722 1.23242 -0.89202
C -0.96308 3.87809 2.22910
O -1.76561 2.71158 2.15025
C -2.19684 2.25744 3.42798
C -3.64849 2.61716 3.67943
O -3.81436 4.02394 3.82700
C -4.36190 4.62932 2.66840
H -0.82187 4.26052 1.21864
H -1.43778 4.65503 2.83370
H 0.01677 3.63018 2.65046
H -1.55514 2.65190 4.22114
H -2.10066 1.16719 3.42677
H -3.96666 2.15943 4.62140
H -4.29007 2.22906 2.88377
H -5.41663 4.35355 2.56143
H -3.81353 4.34235 1.76768
H -4.29356 5.71020 2.78938
C -5.89732 0.10431 1.02899
O -5.78307 0.10731 2.44351
C -6.91844 0.68776 3.07688
C -7.82396 -0.37780 3.66482
O -8.45029 -1.14434 2.64243
C -7.85200 -2.42043 2.47806
H -5.08912 -0.50572 0.62706
H -6.85101 -0.31900 0.70408
H -5.79469 1.12301 0.64049
H -7.46987 1.32860 2.38264
H -6.54219 1.31755 3.88995
H -8.62335 0.11174 4.23003
H -7.27040 -1.02261 4.35317
H -8.09406 -3.06287 3.33119
H -6.76755 -2.34491 2.37049
H -8.26214 -2.87030 1.57377
C -11.25716 -1.10335 1.79203
O -12.56901 -1.62997 1.63774
C -13.21601 -1.85086 2.88277
C -14.23794 -0.76790 3.17419
O -13.60833 0.48441 3.41861
C -13.69652 1.36267 2.30916
H -10.89827 -0.79775 0.80942
H -11.24904 -0.23316 2.45312
H -10.58964 -1.86882 2.18535
H -12.48679 -1.92503 3.69493
H -13.73474 -2.81210 2.80590
H -14.78336 -1.03296 4.08540
H -14.96213 -0.68830 2.35842
H -14.72476 1.72074 2.19253
H -13.36854 0.87818 1.38636
H -13.04864 2.21690 2.50443
*
```

- Frontier orbital gap: 9.22 eV
- E_LUMO: 0.1721 eV